# 1
This record from OMol25 describes a 2-piece molecular cluster, C6H13BrN overall in a non-equilibrium geometry. The level of theory is the ωB97M-V functional and the def2-TZVPD basis.

* relative energy (zero: lowest compared OMol25 entry of this formula, charge and spin): 283.5 kJ/mol
* HOMO level (spin up / spin down): -13.9 / -13.9 eV
* charge: +1

Cartesian coordinates (Å):
C (-2.684, 0.124, -0.924)
C (-1.504, 0.489, -0.321)
C (1.235, 1.646, 0.830)
C (0.349, -1.182, -1.920)
C (0.569, 0.299, 1.246)
C (-0.574, -0.301, 0.373)
N (1.539, -0.565, 1.751)
Br (-0.826, -2.100, 0.887)
H (-3.223, 0.770, -1.719)
H (-3.171, -0.808, -0.529)
H (-1.000, 1.462, -0.566)
H (2.218, 1.369, 0.488)
H (0.689, 2.015, -0.051)
H (1.318, 2.296, 1.799)
H (-0.599, -1.459, -1.632)
H (0.730, -1.794, -2.791)
H (0.530, -0.095, -2.248)
H (-0.328, 0.575, 2.044)
H (1.127, -1.231, 2.317)
H (2.429, -0.109, 2.101)
H (1.176, -1.400, -1.135)

Atomic forces in eV per Å
C -0.010 0.268 0.742
C -0.219 1.497 -1.888
C -1.006 -0.415 1.257
C 5.335 0.918 -1.616
C -1.617 1.578 -0.261
C 1.048 -0.809 3.081
N 1.589 1.729 -0.764
Br -0.687 0.504 -0.310
H 1.044 -1.147 1.663
H 0.402 0.803 -0.914
H -1.051 -0.818 0.006
H 0.486 0.128 -0.118
H 0.374 0.785 0.782
H -0.331 -0.797 -2.293
H -1.686 -0.453 0.121
H -0.704 0.531 0.796
H -0.803 -1.526 0.534
H 1.331 -0.396 -1.125
H -0.089 -1.794 1.659
H -1.863 -0.909 -0.473
H -1.541 0.324 -0.880


# 2
This record from OMol25 describes C2H6O2Sn as an isolated structure in a non-equilibrium geometry. The level of theory is the ωB97M-V functional and the def2-TZVPD basis.

* relative energy (zero: lowest compared OMol25 entry of this formula, charge and spin): 79.9 kJ/mol
* HOMO level: -20.8 eV
* charge: +2

Cartesian coordinates (Å):
Sn (-6.907, -0.092, -0.450)
C (-5.952, -1.016, -3.317)
C (-4.940, 0.046, -2.852)
O (-4.929, 0.444, -1.492)
O (-7.283, -0.778, -2.828)
H (-5.833, -2.038, -3.141)
H (-5.848, -0.930, -4.446)
H (-5.127, 0.859, -3.514)
H (-3.963, -0.393, -3.093)
H (-5.011, 1.337, -1.272)
H (-7.720, 0.037, -3.213)

Atomic forces in eV per Å
Sn -0.059 -0.812 -0.775
C 0.357 1.622 -1.676
C 0.677 -1.565 -2.203
O -1.848 -3.196 1.680
O -0.884 2.217 1.259
H 0.884 -1.554 0.873
H -0.636 -0.057 1.176
H 0.168 1.156 -0.068
H 0.005 0.387 0.179
H 0.836 3.063 -0.341
H 0.499 -1.260 -0.105


# 3
This record from OMol25 describes C28H32As2BiN2 as an isolated structure. The level of theory is the ωB97M-V functional and the def2-TZVPD basis.

* HOMO level: -17.1 eV
* charge: +3

Cartesian coordinates (Å):
Bi (-0.310, -0.493, 1.683)
C (1.461, 1.343, -0.658)
C (0.156, 1.475, -1.424)
As (-1.398, 1.191, -0.275)
C (-2.960, 1.150, -1.339)
C (-4.084, 0.450, -0.915)
C (-5.245, 0.526, -1.670)
C (-5.265, 1.294, -2.827)
C (-4.134, 1.988, -3.240)
C (-2.962, 1.921, -2.499)
C (-1.392, 2.686, 0.928)
C (-0.922, 3.929, 0.506)
C (-0.979, 5.008, 1.376)
C (-1.506, 4.853, 2.653)
C (-1.991, 3.621, 3.069)
C (-1.934, 2.536, 2.206)
As (1.782, -0.516, -0.139)
C (1.915, -1.475, -1.772)
C (2.920, -1.040, -2.635)
C (3.057, -1.669, -3.864)
C (2.211, -2.713, -4.217)
C (1.220, -3.146, -3.346)
C (1.068, -2.524, -2.115)
C (3.434, -0.582, 0.788)
C (4.315, -1.626, 0.524)
C (5.531, -1.655, 1.194)
C (5.846, -0.662, 2.112)
C (4.953, 0.371, 2.377)
C (3.735, 0.415, 1.717)
H (1.489, 1.991, 0.222)
H (2.320, 1.612, -1.275)
H (0.089, 0.770, -2.254)
H (0.057, 2.481, -1.835)
H (-4.079, -0.130, 0.002)
H (-6.131, -0.006, -1.353)
H (-6.172, 1.355, -3.413)
H (-4.161, 2.586, -4.141)
H (-2.091, 2.467, -2.835)
H (-0.526, 4.079, -0.491)
H (-0.620, 5.975, 1.052)
H (-1.549, 5.702, 3.322)
H (-2.426, 3.512, 4.053)
H (-2.382, 1.597, 2.523)
H (3.602, -0.244, -2.360)
H (3.835, -1.346, -4.543)
H (2.332, -3.200, -5.175)
H (0.574, -3.969, -3.622)
H (0.310, -2.888, -1.436)
H (4.076, -2.399, -0.195)
H (6.233, -2.454, 0.994)
H (6.798, -0.690, 2.624)
H (5.209, 1.142, 3.090)
H (3.052, 1.233, 1.922)
N (-1.025, -2.246, 3.579)
C (-1.965, -3.218, 2.989)
C (-1.460, -3.594, 1.615)
N (-1.397, -2.372, 0.745)
H (-0.206, -2.730, 3.943)
H (-1.440, -1.778, 4.381)
H (-2.947, -2.746, 2.915)
H (-2.083, -4.114, 3.599)
H (-2.108, -4.331, 1.142)
H (-0.454, -4.011, 1.667)
H (-2.342, -2.092, 0.482)
H (-0.933, -2.598, -0.130)

Atomic forces in eV per Å
Bi -0.334 -0.196 -0.030
C 0.051 -0.020 -0.049
C -0.104 0.055 -0.053
As 0.555 0.188 0.243
C -0.057 -0.163 -0.022
C -0.108 0.049 -0.095
C 0.029 -0.018 0.029
C -0.019 0.004 -0.010
C 0.051 0.008 -0.002
C -0.229 -0.104 -0.083
C -0.022 0.052 0.012
C 0.029 0.014 0.081
C 0.009 0.006 -0.004
C 0.006 0.029 -0.002
C 0.018 -0.027 -0.066
C -0.080 0.029 0.025
As 0.058 0.346 0.146
C -0.153 -0.112 0.009
C -0.052 -0.156 -0.155
C 0.042 0.043 0.021
C 0.012 -0.010 -0.028
C -0.016 0.014 0.058
C 0.119 0.002 -0.174
C -0.005 0.004 0.046
C 0.088 0.018 0.103
C -0.023 -0.019 -0.017
C 0.006 0.004 0.005
C -0.025 -0.015 -0.017
C 0.093 -0.039 0.043
H 0.019 -0.028 0.025
H -0.034 0.033 -0.054
H 0.003 0.005 -0.022
H 0.035 -0.002 -0.048
H 0.015 0.017 0.030
H -0.002 0.010 -0.014
H 0.003 0.001 0.000
H -0.013 -0.005 0.004
H 0.020 0.007 0.028
H 0.003 -0.003 0.001
H -0.003 -0.002 0.005
H -0.001 -0.001 -0.006
H 0.005 -0.007 -0.007
H 0.045 -0.034 -0.019
H 0.000 0.019 0.013
H -0.007 -0.010 0.000
H -0.002 0.007 0.005
H 0.010 0.008 -0.004
H 0.021 -0.025 0.006
H -0.010 0.008 -0.024
H 0.004 0.011 0.004
H -0.005 0.002 0.001
H 0.004 -0.003 -0.003
H -0.011 0.006 -0.024
N 0.050 -0.104 -0.015
C -0.003 0.076 0.071
C 0.031 0.048 -0.118
N -0.015 0.025 0.131
H -0.012 -0.010 0.025
H -0.024 0.015 -0.015
H -0.018 -0.025 0.015
H 0.012 -0.023 -0.014
H -0.019 -0.006 0.007
H 0.008 -0.005 0.007
H -0.028 0.012 0.034
H -0.022 -0.002 -0.039


# 4
This record from OMol25 describes one molecule with the formula C5H11NO2 in a non-equilibrium geometry. The level of theory is the ωB97M-V functional and the def2-TZVPD basis.

* relative energy (zero: lowest compared OMol25 entry of this formula, charge and spin): 163.5 kJ/mol
* structure (SMILES): CC[C@@H](C=O)NCO
* HOMO level: -9.4 eV
* charge: 0

Cartesian coordinates (Å):
C (0.423, -0.495, -2.485)
C (0.990, -0.021, -1.142)
C (-0.002, -0.102, 0.014)
C (-0.487, -1.497, 0.314)
O (-0.636, -1.952, 1.417)
N (0.549, 0.541, 1.173)
C (-0.327, 0.883, 2.259)
O (-1.440, 1.738, 1.870)
H (0.184, 0.315, -3.134)
H (-0.446, -1.131, -2.344)
H (1.129, -1.124, -3.033)
H (1.341, 1.013, -1.252)
H (1.941, -0.483, -0.850)
H (-0.920, 0.390, -0.369)
H (-0.761, -2.135, -0.550)
H (1.064, 1.373, 0.930)
H (-0.735, 0.024, 2.773)
H (0.235, 1.506, 2.944)
H (-2.103, 1.157, 1.465)

Atomic forces in eV per Å
C 0.651 -1.088 0.366
C 0.779 0.281 -0.142
C -0.215 0.335 -0.309
C 0.125 -0.485 -0.008
O 0.037 0.067 0.175
N 0.005 0.023 0.715
C -0.641 0.839 -0.274
O 0.109 -0.681 -0.186
H -0.411 0.669 -0.373
H -0.227 0.153 -0.091
H 0.106 0.112 0.107
H -0.511 0.095 0.107
H -0.357 -0.595 -0.104
H -0.040 0.107 0.089
H 0.052 0.229 -0.121
H 0.077 -0.009 -0.321
H 0.187 -0.319 -0.044
H 0.148 -0.091 0.195
H 0.125 0.358 0.220


# 5
This record from OMol25 describes one molecule with the formula C5H8N2. The level of theory is the ωB97M-V functional and the def2-TZVPD basis.

* relative energy (zero: lowest compared OMol25 entry of this formula, charge and spin): 414.7 kJ/mol
* HOMO level: -7.8 eV
* charge: 0

Cartesian coordinates (Å):
C (0.265, 2.765, 0.932)
N (0.471, 1.304, 0.735)
C (-0.177, 0.801, -0.508)
C (-0.009, -0.450, -0.835)
C (-0.585, -2.824, -0.409)
C (0.251, -1.717, -0.991)
N (1.101, 0.609, 1.502)
H (0.611, 3.314, 0.051)
H (0.848, 3.031, 1.812)
H (-0.799, 2.968, 1.094)
H (-0.756, 1.525, -1.076)
H (-0.833, -3.571, -1.170)
H (-1.511, -2.432, 0.020)
H (-0.025, -3.328, 0.386)
H (1.149, -1.994, -1.544)

Atomic forces in eV per Å
C 0.019 0.155 0.087
N 0.301 -0.310 0.345
C -0.015 -0.240 -0.134
C 0.043 -0.096 0.012
C -0.074 -0.037 0.042
C -0.033 0.234 0.026
N -0.307 0.382 -0.334
H -0.052 -0.092 0.107
H -0.111 0.012 -0.129
H 0.138 -0.040 -0.050
H 0.116 -0.125 0.104
H 0.030 0.105 0.095
H 0.141 -0.062 -0.063
H -0.062 0.055 -0.130
H -0.134 0.060 0.022


# 6
This record from OMol25 describes C7H11N5 as an isolated structure in a non-equilibrium geometry. The level of theory is the ωB97M-V functional and the def2-TZVPD basis.

* relative energy (zero: lowest compared OMol25 entry of this formula, charge and spin): 604.3 kJ/mol
* HOMO level: -7.8 eV
* charge: 0

Cartesian coordinates (Å):
C (-0.955, 1.493, -1.311)
C (0.040, 1.701, -0.369)
C (0.457, 0.499, 0.141)
C (1.817, -0.468, 1.905)
C (1.257, -1.605, 2.606)
C (1.908, -1.822, 1.241)
C (-1.050, -0.690, -1.094)
H (-2.173, 2.494, -2.705)
H (-1.590, 3.375, -1.122)
H (0.819, 2.710, -0.477)
H (1.287, 1.628, 2.139)
H (2.917, -0.125, 2.260)
H (1.935, -1.773, 3.563)
H (0.054, -1.604, 2.558)
H (2.994, -2.179, 1.226)
H (1.361, -2.219, 0.396)
H (-2.518, -2.224, -1.849)
H (-1.018, -2.462, -0.396)
N (-1.554, 2.667, -1.718)
N (1.232, 0.640, 1.187)
N (0.108, -0.678, -0.219)
N (-1.589, -1.904, -1.178)
N (-1.755, 0.380, -1.546)

Atomic forces in eV per Å
C -3.064 2.425 1.027
C 1.414 2.632 -3.266
C 0.125 2.241 1.373
C 3.760 1.829 -2.281
C -1.528 -0.448 1.838
C 2.951 -1.367 1.003
C 0.074 1.668 1.262
H 1.963 1.338 4.320
H -0.398 3.795 2.329
H -2.739 -3.223 0.693
H -0.909 -3.503 -4.816
H -2.707 -0.791 -0.590
H -2.319 -0.342 -1.794
H 3.025 -0.405 0.679
H -1.663 0.171 0.295
H 0.055 0.594 0.592
H 4.021 1.468 3.073
H -2.377 0.546 -2.776
N -1.632 -5.048 -7.945
N 3.289 2.130 7.843
N -4.352 -1.801 -3.177
N -0.925 -3.409 0.039
N 3.936 -0.501 0.282


# 7
This record from OMol25 describes one molecule with the formula C5H9NO in a non-equilibrium geometry. The level of theory is the ωB97M-V functional and the def2-TZVPD basis.

* relative energy (zero: lowest compared OMol25 entry of this formula, charge and spin): 285.7 kJ/mol
* structure (SMILES): [H]/N=C(/C)[C@H](C)C=O
* HOMO level: -9.6 eV
* charge: 0

Cartesian coordinates (Å):
H (-1.255, -1.368, 1.006)
N (-1.603, -0.409, 0.984)
C (-0.915, 0.349, 0.299)
C (-1.391, 1.767, 0.090)
C (0.702, -0.030, -0.400)
C (1.020, -1.442, -0.213)
C (1.453, 0.718, 0.484)
O (1.627, 1.930, 0.499)
H (-1.517, 1.879, -0.939)
H (-0.704, 2.437, 0.455)
H (-2.325, 1.776, 0.758)
H (0.654, 0.444, -1.289)
H (2.182, -1.457, -0.363)
H (0.800, -1.840, 0.819)
H (0.586, -2.150, -0.871)
H (1.867, 0.243, 1.420)

Atomic forces in eV per Å
H 0.167 -0.004 0.282
N -0.533 -1.818 0.303
C 2.409 1.254 -1.261
C -1.915 -2.636 2.171
C -5.028 -1.258 2.456
C 2.836 -1.520 0.591
C 2.598 3.801 4.438
O -0.165 -0.550 -0.936
H -0.705 0.635 -1.652
H 1.641 1.699 0.671
H 1.075 0.467 -1.532
H -0.066 0.869 -3.324
H -1.949 -0.703 0.363
H 0.357 0.765 -0.855
H -0.463 -0.435 -0.963
H -0.260 -0.566 -0.750


Record order is preserved below.
Energy: -77954.7701, -12077.1967, -160025.9561, -10947.5723, -8290.6981, -14881.3640, -8866.2520 eV